Entry from OMol25: a 2-piece molecular cluster, C5H10O2 overall (wB97M-V/def2-TZVPD).

Values from the calculation:
* relative energy (zero: lowest compared OMol25 entry of this formula, charge and spin): 566.3 kJ/mol
* Kohn-Sham gap (spin up / spin down): 7.50 / 7.86 eV
* total energy: -346.809758 a.u.
* LUMO energy (spin up / spin down): 0.6569 / 0.7089 eV
* maximum force: 0.032 Eh/bohr

Each atom is followed by the atoms it is bonded to, with distances in Å.
Atoms and positions in Å:
1 O 2.18 0.59 -0.28  C2 1.363, H8 0.965
2 C 1.45 -0.38 0.34  O1 1.363, C3 1.425, H10 1.087
3 C 0.05 -0.26 0.55  C2 1.425, C4 1.539, C7 1.596, H11 1.092
4 C -0.52 1.15 0.75  C3 1.539, C5 1.526, H12 1.093, H13 1.094
5 C -1.76 1.13 -0.14  C4 1.526, O6 1.426, H14 1.091, H15 1.100
6 O -1.24 0.51 -1.32  C5 1.426, C7 1.360
7 C -0.55 -0.58 -0.89  C3 1.596, O6 1.360, H16 1.093
8 H 3.02 0.20 -0.55  O1 0.965
9 H 0.78 -2.58 -0.38  H17 0.759
10 H 2.02 -1.19 0.80  C2 1.087
11 H -0.31 -0.97 1.30  C3 1.092
12 H -0.72 1.38 1.80  C4 1.093
13 H 0.18 1.89 0.35  C4 1.094
14 H -2.17 2.10 -0.41  C5 1.091
15 H -2.55 0.51 0.30  C5 1.100
16 H 0.11 -0.93 -1.69  C7 1.093
17 H 0.04 -2.56 -0.53  H9 0.759